2 unconnected molecules or ions with the total composition C9H11O2 at a distorted geometry, computed with the ωB97M-V functional and the def2-TZVPD basis.

E_LUMO = 0.1183 Eh
ΔE to the lowest compared entry with this formula, charge and spin = 46.4 kJ/mol
Net charge = -1
Max |F| = 0.0354 Eh/bohr

```
22
Properties=species:S:1:pos:R:3:forces:R:3
C -1.879076 1.396355 -2.951931 0.768 0.019 -0.303
C 0.451122 0.415075 -0.137052 -0.503 0.337 0.168
C -0.132442 1.179697 -1.129184 -0.115 -0.815 -0.723
C 0.292521 -0.978834 -0.130412 0.633 0.938 -0.011
C -1.007541 0.560352 -2.040586 0.079 0.402 -0.812
C -0.333889 -1.583931 -1.198342 0.384 -0.097 0.123
C -1.032007 -0.813127 -2.146640 0.133 -0.626 1.703
H 0.988616 0.901052 0.667559 0.432 -0.230 -0.066
H 0.194889 2.188455 -1.350059 -0.433 0.328 0.573
H 0.809898 -1.499674 0.666061 -0.066 -0.351 -0.157
H -0.178023 -2.654782 -1.287208 -0.624 -0.048 -0.145
H -2.808489 1.652379 -2.456833 -0.193 0.216 0.040
H -2.105694 0.894595 -3.892517 -0.130 -0.243 0.088
H -1.724562 -1.344065 -2.762609 -0.191 0.004 -0.850
H -1.339138 2.301695 -3.245186 -0.221 0.166 0.219
C 0.886055 -0.293932 3.763307 0.370 0.422 -0.298
C 2.048272 -0.570965 2.769270 0.293 0.404 0.581
O 2.541513 -1.715164 2.747631 -0.182 -0.197 -0.162
O 2.420636 0.453051 2.140826 -0.029 -0.168 -0.106
H 0.106674 0.239784 3.217864 -0.298 -0.265 0.020
H 1.265870 0.450547 4.468161 0.017 -0.160 0.180
H 0.534797 -1.178562 4.287880 -0.123 -0.034 -0.062
```
Forces are in eV/Å.